# 1
C55H52N2O2P2PdTe | ωB97M-V/def2-TZVPD

As for the total charge: -1. As for the HOMO-LUMO gap (alpha / beta): 5.60 / 5.74 eV. The spin multiplicity is 2. As for the HOMO energy (alpha / beta): -0.1244 / -0.1295 hartree. As for the total energy: -94294.9833 eV. The calculation puts the energy relative to the best compared isomer or geometry (same formula, charge and spin) at 348.2 kJ/mol.

Positions of all 115 atoms, in Å:
Pd  -0.23  0.77  -0.68
C  1.40  3.90  -1.32
N  2.51  3.58  -0.41
C  3.22  2.28  -0.33
P  2.13  0.87  -0.68
C  2.98  -0.47  0.22
C  4.25  -0.94  -0.12
C  4.86  -1.96  0.62
C  4.20  -2.51  1.71
C  2.94  -2.05  2.07
C  2.33  -1.03  1.33
C  2.47  0.42  -2.42
C  3.11  1.27  -3.33
C  3.33  0.88  -4.66
C  2.90  -0.37  -5.10
C  2.25  -1.22  -4.22
C  2.03  -0.83  -2.89
C  3.52  4.61  -0.40
C  3.78  5.44  -1.51
C  4.79  6.41  -1.47
C  5.57  6.56  -0.32
C  5.33  5.75  0.78
C  4.31  4.79  0.74
P  -0.12  3.13  -0.68
C  -1.39  3.95  -1.69
C  -1.92  3.27  -2.80
C  -2.90  3.85  -3.61
C  -3.36  5.14  -3.32
C  -2.84  5.83  -2.23
C  -1.86  5.25  -1.43
C  -0.50  3.73  0.99
C  -1.70  3.30  1.59
C  -2.04  3.67  2.89
C  -1.18  4.47  3.64
C  0.01  4.90  3.07
C  0.35  4.54  1.76
H  1.61  3.58  -2.34
H  1.21  4.98  -1.33
H  3.55  2.16  0.71
H  4.13  2.26  -0.94
H  4.79  -0.52  -0.97
H  5.85  -2.32  0.34
H  4.68  -3.31  2.29
H  2.42  -2.48  2.92
H  1.35  -0.69  1.63
H  3.46  2.26  -3.04
H  3.84  1.55  -5.35
H  3.07  -0.67  -6.13
H  1.90  -2.19  -4.55
H  1.51  -1.51  -2.23
H  3.22  5.34  -2.43
H  4.97  7.04  -2.33
H  6.35  7.31  -0.29
H  5.93  5.86  1.68
H  4.14  4.18  1.63
H  -1.58  2.26  -3.04
H  -3.30  3.31  -4.45
H  -4.12  5.59  -3.95
H  -3.20  6.83  -2.00
H  -1.48  5.82  -0.58
H  -2.39  2.67  1.03
H  -2.98  3.32  3.32
H  -1.44  4.74  4.65
H  0.70  5.52  3.65
H  1.29  4.90  1.36
O  -1.83  0.77  -0.68
C  -8.03  -3.16  2.19
C  -6.64  -2.88  1.72
C  -5.81  -2.00  2.42
C  -4.50  -1.73  1.97
C  -3.65  -0.77  2.76
C  -4.02  -2.36  0.80
Te  -2.03  -1.93  0.11
N  -0.23  -1.23  -0.68
C  1.02  -1.89  -0.81
O  2.03  -1.20  -0.74
C  1.18  -3.36  -1.01
C  2.45  -3.95  -0.82
C  2.64  -5.32  -1.01
C  1.57  -6.13  -1.40
C  0.32  -5.56  -1.61
C  0.12  -4.19  -1.42
C  -1.01  -2.91  1.72
C  -0.13  -2.12  2.48
C  0.60  -2.67  3.53
C  0.47  -4.02  3.83
C  -0.40  -4.82  3.09
C  -1.15  -4.28  2.03
C  -2.09  -5.18  1.27
C  -4.87  -3.25  0.08
C  -4.45  -3.95  -1.18
C  -6.16  -3.50  0.56
H  -8.27  -2.60  3.12
H  -8.14  -4.25  2.40
H  -8.76  -2.87  1.41
H  -6.18  -1.52  3.32
H  -4.19  -0.36  3.64
H  -3.35  0.08  2.11
H  -2.75  -1.29  3.14
H  3.30  -3.35  -0.51
H  3.62  -5.76  -0.85
H  1.72  -7.19  -1.55
H  -0.51  -6.18  -1.93
H  -0.86  -3.79  -1.62
H  -0.01  -1.07  2.24
H  1.28  -2.05  4.10
H  1.04  -4.45  4.65
H  -0.49  -5.87  3.35
H  -2.04  -6.22  1.64
H  -1.84  -5.18  0.20
H  -3.13  -4.83  1.41
H  -3.42  -3.72  -1.50
H  -5.14  -3.67  -2.01
H  -4.51  -5.05  -1.03
H  -6.81  -4.17  0.01

***

# 2
C55H54MoN2OP2S2Si | ωB97M-V/def2-TZVPD

As for the HOMO-LUMO gap (alpha / beta): 6.17 / 6.17 eV. As for the HOMO energy (alpha / beta): -0.2382 / -0.2381 hartree. As for the total energy: -112921.4178 eV.

Positions of all 118 atoms, in Å:
Mo  -0.09  -0.15  0.71
C  -2.27  -1.62  -1.98
C  -2.16  -2.73  -0.95
P  -1.88  -1.89  0.67
C  -3.57  -1.30  1.03
C  -4.69  -2.09  0.78
C  -5.96  -1.56  0.93
C  -6.13  -0.25  1.36
C  -5.01  0.52  1.68
C  -3.74  0.00  1.49
C  -1.80  -3.38  1.73
C  -0.79  -4.32  1.48
C  -0.64  -5.41  2.31
C  -1.49  -5.59  3.39
C  -2.50  -4.67  3.64
C  -2.64  -3.57  2.82
P  -0.65  -0.69  -1.95
C  0.34  -2.02  -2.74
C  0.15  -2.53  -4.02
C  0.98  -3.53  -4.51
C  1.98  -4.06  -3.71
C  2.14  -3.60  -2.41
C  1.32  -2.59  -1.94
C  -1.08  0.38  -3.40
C  -0.38  0.43  -4.60
C  -0.84  1.22  -5.65
C  -1.98  1.99  -5.50
C  -2.67  1.97  -4.30
C  -2.22  1.17  -3.27
H  -3.09  -0.94  -1.72
H  -2.46  -2.00  -2.99
H  -1.30  -3.36  -1.17
H  -3.05  -3.36  -0.92
H  -4.58  -3.13  0.52
H  -6.82  -2.18  0.73
H  -7.12  0.16  1.47
H  -5.16  1.50  2.09
H  -2.86  0.59  1.73
H  -0.12  -4.18  0.65
H  0.16  -6.12  2.12
H  -1.37  -6.45  4.04
H  -3.16  -4.81  4.48
H  -3.42  -2.85  3.03
H  -0.65  -2.15  -4.65
H  0.85  -3.89  -5.51
H  2.64  -4.82  -4.09
H  2.89  -4.03  -1.77
H  1.44  -2.23  -0.92
H  0.52  -0.15  -4.73
H  -0.29  1.24  -6.58
H  -2.33  2.61  -6.31
H  -3.56  2.56  -4.18
H  -2.78  1.14  -2.34
S  1.72  -3.22  3.71
C  1.20  -2.26  2.56
N  0.83  -1.61  1.64
C  -1.98  3.58  1.46
S  -1.91  2.96  -0.27
C  -3.74  2.98  -0.52
O  -1.58  1.51  -0.21
H  -2.04  4.66  1.41
H  -1.06  3.29  1.97
H  -2.82  3.16  2.00
H  -4.14  3.93  -0.18
H  -4.17  2.15  0.04
H  -3.95  2.85  -1.58
C  -1.84  -0.51  4.14
C  -1.19  0.82  4.35
C  -1.48  1.52  5.50
C  -0.88  2.73  5.80
C  0.08  3.23  4.93
C  0.40  2.57  3.76
C  1.50  3.09  2.87
C  -0.27  1.36  3.40
N  -0.08  0.78  2.23
H  -1.70  -1.14  5.02
H  -1.41  -1.04  3.28
H  -2.91  -0.39  3.97
H  -2.20  1.08  6.19
H  -1.14  3.26  6.70
H  0.58  4.16  5.17
H  1.93  4.00  3.26
H  1.15  3.28  1.85
H  2.28  2.34  2.79
C  1.38  2.90  -4.26
C  2.25  1.81  -4.26
C  2.46  1.09  -3.11
C  1.85  1.44  -1.91
C  0.99  2.53  -1.93
C  0.74  3.25  -3.09
Si  2.18  0.66  -0.19
C  3.41  1.99  0.51
C  3.52  3.28  -0.02
C  4.54  4.13  0.36
C  5.48  3.73  1.29
C  5.38  2.46  1.84
C  4.36  1.61  1.45
C  3.65  -0.57  -0.50
C  4.75  -0.19  -1.25
C  5.82  -1.04  -1.46
C  5.84  -2.30  -0.88
C  4.78  -2.67  -0.07
C  3.71  -1.82  0.12
H  1.20  3.46  -5.16
H  2.75  1.53  -5.18
H  3.12  0.23  -3.13
H  0.51  2.83  -1.00
H  0.06  4.09  -3.07
H  2.81  3.61  -0.76
H  4.60  5.12  -0.08
H  6.28  4.38  1.58
H  6.12  2.13  2.56
H  4.31  0.62  1.89
H  4.79  0.81  -1.68
H  6.66  -0.72  -2.07
H  6.66  -2.98  -1.04
H  4.80  -3.63  0.44
H  2.91  -2.12  0.77

***

# 3
C55H55AsCl2CsN5O5P | ωB97M-V/def2-TZVPD

As for the total charge: -1. As for the HOMO-LUMO gap: 5.17 eV. As for the HOMO energy: -0.1234 hartree. As for the total energy: -171337.5224 eV.

Positions of all 125 atoms, in Å:
Cs  0.34  1.84  -1.18
O  -2.30  4.27  -3.02
C  -1.66  5.41  -2.67
C  -1.65  6.46  -3.59
C  -1.04  7.66  -3.27
C  -0.43  7.83  -2.02
C  -0.41  6.77  -1.13
C  -1.01  5.55  -1.44
C  -0.91  4.37  -0.51
O  -1.64  3.36  -0.72
N  -0.04  4.52  0.48
N  0.39  3.46  1.21
C  0.57  3.69  2.44
C  1.22  2.69  3.33
C  1.56  3.08  4.62
C  2.23  2.19  5.46
C  2.53  0.93  4.99
C  2.11  0.61  3.71
N  1.46  1.46  2.90
H  -2.25  3.68  -2.23
H  -2.13  6.30  -4.55
H  -1.05  8.47  -3.99
H  0.04  8.77  -1.76
H  0.08  6.87  -0.17
H  0.31  4.66  2.86
H  1.32  4.08  4.96
H  2.50  2.48  6.46
H  3.05  0.20  5.60
H  2.29  -0.37  3.30
O  1.71  -2.10  -0.37
H  2.05  -1.49  -1.03
H  0.86  -1.72  -0.11
O  -0.09  -0.27  1.59
H  -0.90  0.19  1.31
H  0.50  0.43  1.93
Cl  -1.51  -1.16  -1.66
C  -1.84  -2.78  -2.32
Cl  -0.47  -3.88  -2.28
H  -2.12  -2.65  -3.36
H  -2.64  -3.21  -1.75
C  4.61  -1.26  0.81
C  4.84  -0.11  -0.15
N  5.87  0.75  0.20
O  4.22  0.04  -1.18
H  5.37  -2.03  0.64
H  3.63  -1.68  0.64
H  4.70  -0.94  1.86
H  6.27  0.72  1.11
H  5.99  1.57  -0.36
C  -3.86  -0.16  0.99
P  -2.81  1.26  0.41
C  -2.88  2.28  1.95
C  -4.12  2.01  -0.64
C  -4.14  1.66  -2.00
C  -5.05  2.23  -2.87
C  -5.97  3.16  -2.41
C  -5.97  3.51  -1.06
C  -5.05  2.93  -0.18
H  -4.82  0.19  1.38
H  -3.33  -0.71  1.78
H  -4.03  -0.84  0.16
H  -3.81  2.14  2.50
H  -2.75  3.34  1.69
H  -2.04  2.00  2.59
H  -3.40  0.94  -2.37
H  -5.03  1.97  -3.93
H  -6.66  3.64  -3.09
H  -6.69  4.23  -0.69
H  -5.06  3.23  0.86
N  0.87  0.49  -3.28
C  0.89  0.00  -4.44
C  1.32  -1.45  -4.74
C  2.36  -2.02  -3.99
C  2.71  -3.35  -4.16
C  2.02  -4.16  -5.07
C  0.99  -3.61  -5.82
C  0.65  -2.26  -5.66
C  0.45  0.82  -5.67
C  -0.65  1.66  -5.59
C  -1.01  2.50  -6.64
C  -0.24  2.52  -7.81
C  0.87  1.69  -7.90
C  1.21  0.84  -6.85
H  2.88  -1.38  -3.28
H  3.53  -3.77  -3.57
H  2.29  -5.20  -5.19
H  0.44  -4.23  -6.52
H  -0.15  -1.83  -6.25
H  -1.23  1.67  -4.66
H  -1.88  3.15  -6.55
H  -0.51  3.18  -8.63
H  1.48  1.71  -8.80
H  2.07  0.19  -6.93
C  4.40  -5.04  5.58
C  4.39  -5.16  4.19
C  3.46  -4.46  3.43
C  2.52  -3.62  4.04
C  2.54  -3.50  5.43
C  3.48  -4.20  6.19
As  1.32  -2.57  2.84
C  -0.10  -2.26  4.15
C  -0.20  -1.23  5.07
C  -1.30  -1.14  5.91
C  -2.32  -2.09  5.83
C  -2.24  -3.12  4.89
C  -1.13  -3.21  4.05
C  -0.93  -4.24  2.99
C  -1.80  -5.29  2.70
C  -1.48  -6.18  1.68
C  -0.31  -6.03  0.94
C  0.56  -4.99  1.23
C  0.25  -4.10  2.26
H  5.12  -5.58  6.17
H  5.10  -5.81  3.70
H  3.47  -4.55  2.35
H  1.82  -2.86  5.93
H  3.48  -4.09  7.27
H  0.59  -0.48  5.14
H  -1.37  -0.33  6.63
H  -3.18  -2.02  6.48
H  -3.04  -3.84  4.82
H  -2.72  -5.41  3.25
H  -2.16  -6.99  1.44
H  -0.08  -6.72  0.14
H  1.46  -4.84  0.64

***

# 4
C55H55BiF5N5O3S2 | ωB97M-V/def2-TZVPD

As for the HOMO-LUMO gap: 6.81 eV. As for the HOMO energy: -0.2426 hartree. As for the total energy: -112619.6849 eV.

Positions of all 126 atoms, in Å:
Bi  -1.67  -0.22  0.65
C  -4.12  1.47  -1.60
C  -2.73  1.71  -2.19
N  -1.69  1.84  -1.18
C  -1.55  3.11  -0.48
C  -2.56  3.37  0.65
S  -3.04  1.99  1.75
C  -4.80  1.78  1.34
C  -5.10  0.56  0.47
N  -4.13  0.40  -0.60
H  -4.47  2.39  -1.12
H  -4.82  1.27  -2.42
H  -2.46  0.86  -2.82
H  -2.78  2.60  -2.83
H  -0.78  1.61  -1.60
H  -0.55  3.13  -0.06
H  -1.64  3.96  -1.17
H  -2.13  4.13  1.30
H  -3.50  3.77  0.26
H  -5.32  1.67  2.29
H  -5.14  2.71  0.90
H  -5.04  -0.33  1.10
H  -6.13  0.65  0.10
H  -4.24  -0.51  -1.03
O  -2.90  -1.11  2.14
C  -3.13  -2.50  2.05
C  -1.92  -3.32  2.57
C  -0.48  -2.98  2.26
C  0.48  -3.91  2.65
C  1.82  -3.63  2.47
C  2.18  -2.40  1.94
C  1.18  -1.51  1.58
C  1.52  -0.14  1.06
C  0.95  0.98  1.97
O  -0.46  1.02  1.91
C  1.43  2.37  1.55
C  2.29  2.62  0.49
C  2.61  3.92  0.13
C  2.08  4.99  0.83
C  1.22  4.75  1.90
C  0.91  3.45  2.26
C  1.38  0.68  3.41
C  2.70  0.90  3.80
C  3.11  0.58  5.09
C  2.21  0.04  5.99
C  0.90  -0.18  5.60
C  0.48  0.14  4.32
N  -0.12  -1.82  1.72
C  -3.50  -2.84  0.60
C  -4.81  -2.68  0.14
C  -5.11  -2.83  -1.21
C  -4.10  -3.13  -2.12
C  -2.81  -3.32  -1.67
C  -2.51  -3.19  -0.32
C  -4.29  -2.85  2.99
C  -4.82  -1.90  3.85
C  -5.86  -2.23  4.71
C  -6.39  -3.52  4.71
C  -5.85  -4.47  3.86
C  -4.82  -4.14  3.00
H  -1.99  -3.30  3.66
H  -2.08  -4.36  2.28
H  0.16  -4.85  3.07
H  2.57  -4.35  2.75
H  3.22  -2.13  1.80
H  2.61  -0.06  1.01
H  1.15  0.00  0.03
H  2.70  1.80  -0.09
H  3.28  4.10  -0.70
H  2.33  6.01  0.55
H  0.81  5.58  2.47
H  0.24  3.26  3.09
H  3.41  1.33  3.11
H  4.14  0.76  5.39
H  2.53  -0.21  7.00
H  0.19  -0.60  6.31
H  -0.54  -0.02  4.01
H  -5.60  -2.44  0.84
H  -6.13  -2.71  -1.54
H  -4.34  -3.24  -3.17
H  -2.00  -3.57  -2.35
H  -1.48  -3.37  -0.02
H  -4.40  -0.90  3.85
H  -6.27  -1.48  5.38
H  -7.20  -3.77  5.38
H  -6.25  -5.48  3.85
H  -4.42  -4.89  2.33
F  4.18  -7.46  -0.41
C  3.36  -6.42  -0.66
C  3.76  -5.40  -1.50
F  4.98  -5.46  -2.07
C  2.92  -4.33  -1.75
F  3.39  -3.37  -2.56
C  1.65  -4.21  -1.18
S  0.63  -2.83  -1.45
C  1.28  -5.28  -0.36
F  0.06  -5.30  0.21
C  2.11  -6.35  -0.09
F  1.70  -7.34  0.73
C  6.27  2.88  -3.92
C  5.07  3.69  -3.46
N  4.24  4.21  -4.54
C  4.66  5.44  -5.22
C  5.37  5.18  -6.55
C  3.08  3.64  -4.95
O  2.41  4.09  -5.86
C  2.62  2.40  -4.23
C  3.15  1.14  -4.48
C  2.62  0.05  -3.82
C  1.56  0.25  -2.94
N  1.03  1.45  -2.71
C  1.55  2.50  -3.35
H  6.82  2.50  -3.06
H  6.96  3.49  -4.51
H  5.96  2.04  -4.53
H  5.41  4.55  -2.87
H  4.45  3.09  -2.80
H  5.30  5.99  -4.54
H  3.76  6.03  -5.41
H  6.31  4.65  -6.41
H  5.58  6.13  -7.05
H  4.73  4.59  -7.20
H  3.97  1.02  -5.18
H  3.00  -0.95  -3.97
H  1.13  -0.60  -2.42
H  1.10  3.47  -3.15